Entry 1:
{"formula": "C4H10N2O2", "method": "ωB97M-V/def2-TZVPD", "elements": ["C", "N", "C", "C", "O", "C", "N", "O", "H", "H", "H", "H", "H", "H", "H", "H", "H", "H"], "xyz": [[0.8493, -0.0922, -2.2049], [0.3581, -0.8312, -1.0700], [-0.1921, -0.1525, 0.0404], [0.6890, 0.9658, 0.7109], [-0.0833, 2.1355, 0.9143], [-0.5838, -1.1295, 1.1388], [-1.7470, -0.8401, 1.7813], [0.1246, -2.0693, 1.4381], [0.0798, 0.6312, -2.4921], [0.9339, -0.7729, -3.0386], [1.7575, 0.4718, -1.9961], [0.6918, -1.7538, -0.8673], [-1.1037, 0.4016, -0.2157], [1.0026, 0.6426, 1.6750], [1.5283, 1.1550, 0.0603], [0.1105, 2.8225, 0.2741], [-2.3125, -0.1221, 1.3676], [-2.1032, -1.4626, 2.4841]], "lowdin_charge": [-0.111, -0.082, -0.286, -0.176, -0.062, -0.512, 0.184, 0.058, 0.084, 0.079, 0.066, 0.111, 0.133, 0.112, 0.106, 0.085, 0.099, 0.112], "e_homo_ev": -8.4, "charge": 0, "orbital_gap_ev": 9.2, "lumo_energy_ev": 0.778}

Entry 2:
{"formula": "H12O6", "method": "ωB97M-V/def2-TZVPD", "elements": ["O", "H", "H", "O", "H", "H", "O", "H", "H", "O", "H", "H", "O", "H", "H", "O", "H", "H"], "xyz": [[-0.0768, -0.6183, -0.3476], [-0.2356, -0.8016, 0.7077], [0.7228, 0.0165, -0.3967], [-2.4029, 0.8040, -0.1410], [-1.6045, 0.3307, -0.1260], [-2.9428, 0.7328, 0.5657], [-0.6265, -0.0939, 2.5702], [-1.4663, -0.5484, 2.8448], [-0.0704, -0.4999, 3.1740], [-0.9474, 1.8350, -2.5974], [-0.9807, 2.7793, -2.3529], [-1.0767, 1.4880, -1.6938], [3.0058, 0.9452, 1.1105], [3.0361, 1.7208, 1.4876], [3.0570, 0.3068, 1.9929], [1.2579, -2.7366, -2.1021], [0.3722, -2.5155, -1.8218], [0.9788, -3.1449, -2.8741]], "lowdin_charge": [-0.141, 0.105, 0.096, 0.006, -0.055, -0.023, -0.029, 0.090, 0.004, -0.075, 0.043, -0.008, -0.044, -0.084, 0.146, -0.032, 0.011, -0.010], "e_homo_ev": -10.7, "charge": 0, "orbital_gap_ev": 10.6, "lumo_energy_ev": -0.114}